Entry 1:
The following is a quantum chemistry calculation of a molecular structure, C25H24InN5O2, from OMol25.

```
57
Properties=species:S:1:pos:R:3:forces:R:3
In 0.26067 0.60643 -0.18300 0.72 -0.07 0.49
C -0.91823 -1.50207 2.12810 -0.38 -0.08 0.28
C -1.17093 -0.22087 2.93940 -0.07 -0.01 -0.08
C -2.02733 0.72843 2.14860 0.84 0.64 0.02
C -3.41863 0.65953 2.26760 -0.80 0.14 0.04
C -4.23453 1.39163 1.38750 0.05 -0.01 -0.03
C -3.65943 2.22823 0.48820 -0.02 -0.09 -0.06
C -2.18743 2.42643 0.47980 -0.43 0.55 -0.07
N -1.41433 1.59193 1.36300 0.24 -0.84 -0.18
N 0.27077 -1.42037 1.27210 -0.23 0.63 -0.55
C 0.27917 -2.50637 0.29370 -0.16 -0.36 -0.34
C 1.36277 -2.34747 -0.74580 0.21 -0.65 -0.16
C 1.92677 -3.45717 -1.36830 -0.09 0.25 0.07
C 2.89897 -3.25747 -2.33660 -0.07 0.19 0.05
C 3.28777 -1.95937 -2.64450 -0.01 0.06 0.02
C 2.66237 -0.90977 -1.99480 0.26 -0.04 -0.38
N 1.72297 -1.11437 -1.07990 -0.54 0.43 0.47
C 1.50137 -1.42897 2.06120 0.53 0.09 0.15
C 1.98377 -0.06687 2.50010 0.39 -0.14 0.51
C 2.66427 0.08163 3.70490 -0.16 -0.03 -0.25
C 3.15947 1.32793 4.04750 -0.07 0.02 -0.17
C 2.95067 2.39433 3.18480 -0.04 -0.07 -0.04
C 2.25387 2.16603 2.01140 0.29 0.38 0.20
N 1.80577 0.96143 1.67960 -0.60 -0.30 -0.66
H -1.78593 -1.68547 1.48590 0.09 -0.12 0.07
H -0.81933 -2.35747 2.80920 -0.01 0.03 -0.10
H -0.22973 0.25903 3.19880 -0.12 0.03 0.12
H -1.68723 -0.48067 3.86370 0.04 -0.02 -0.03
H -3.85923 0.05253 3.04370 -0.01 -0.14 -0.02
H -5.30753 1.26453 1.40840 -0.03 0.01 0.04
H -4.21533 2.73553 -0.28510 -0.14 0.17 0.11
H -1.91973 3.48383 0.64780 -0.08 -0.23 -0.05
H -0.67863 -2.49107 -0.24440 0.02 -0.13 0.25
H 0.38777 -3.48597 0.78150 -0.10 0.12 -0.08
H 1.59707 -4.45157 -1.10770 0.02 -0.08 0.07
H 3.34457 -4.10027 -2.84320 0.06 -0.05 -0.02
H 4.05377 -1.75957 -3.37800 0.03 0.00 -0.04
H 2.89607 0.12573 -2.21270 0.09 -0.04 -0.05
H 2.30087 -1.85037 1.44340 -0.08 -0.06 0.12
H 1.38977 -2.06837 2.94590 0.00 -0.02 -0.14
H 2.79867 -0.76607 4.35870 0.01 -0.09 0.06
H 3.69377 1.46373 4.97420 0.06 0.04 0.10
H 3.32077 3.37753 3.42120 0.00 0.14 -0.01
H 2.05207 2.96423 1.30780 0.04 0.05 0.03
O -2.81653 3.43113 -2.18450 0.11 0.00 0.12
C -2.09183 2.49913 -2.01730 -0.20 0.06 -0.60
O -1.67043 2.04363 -0.82480 0.36 -0.29 0.55
C -1.57643 1.58303 -3.09590 -0.19 0.11 -0.49
C -1.94033 1.82323 -4.41890 0.11 -0.04 0.34
C -1.61153 0.86503 -5.36940 0.10 -0.13 0.16
C -0.96363 -0.28907 -4.95780 0.04 0.11 0.03
C -0.59463 -0.41477 -3.62480 0.01 -0.10 -0.31
N -0.88083 0.50643 -2.72070 -0.04 -0.01 0.61
H -2.47693 2.72633 -4.67380 -0.03 -0.01 0.03
H -1.86493 0.99563 -6.41040 -0.09 0.08 -0.04
H -0.73653 -1.07817 -5.65580 0.05 -0.07 -0.09
H -0.06853 -1.29397 -3.26940 0.06 0.01 -0.07
```
Forces are in eV/Å.

Properties
LUMO energy (alpha / beta) ... -7.00 / -7.46 eV
E ... -43019.3473 eV
HOMO (alpha / beta) ... -14.184 / -12.996 eV
Orbital gap (alpha / beta) ... 0.2640 / 0.2035 Ha
Total charge ... +2

***

Entry 2:
The following is a quantum chemistry calculation of a single C25H24N2O5 molecule, from OMol25.

```
56
Properties=species:S:1:pos:R:3:forces:R:3
C -2.92263 -2.05896 -3.62182 0.02 0.34 -0.24
C -2.63976 -1.18850 -4.84254 0.10 -0.41 0.09
O -3.24464 0.08727 -4.75574 -0.14 0.20 -0.02
C -2.73305 1.02306 -3.91307 -0.03 0.28 0.12
C -1.52951 0.92573 -3.22151 -0.13 -0.24 -0.21
C -1.10935 1.95509 -2.39886 -0.08 0.29 -0.10
C -1.88954 3.09145 -2.22627 0.00 -0.42 -0.36
C -3.07622 3.20637 -2.94796 0.19 -0.07 0.16
C -3.49048 2.18907 -3.77811 0.09 -0.27 -0.12
H -4.40998 2.26883 -4.33561 -0.12 0.01 -0.07
H -3.67805 4.09767 -2.84675 -0.09 0.08 0.04
N -1.50122 4.13763 -1.37640 -0.21 0.54 -0.18
C -0.83822 4.08748 -0.18698 -0.05 0.04 0.09
O -0.42774 5.10643 0.33469 0.16 0.05 0.09
C -0.68639 2.74856 0.44849 0.00 -0.08 0.34
C -1.74977 1.85545 0.53987 0.28 0.18 0.09
C -1.59155 0.63154 1.15935 -0.17 -0.15 0.05
C -0.35701 0.28427 1.70171 -0.17 0.28 -0.18
C 0.69778 1.19313 1.64999 -0.07 -0.09 0.00
C 0.53034 2.41639 1.03527 -0.17 0.05 -0.11
H 1.34347 3.12506 0.99550 0.08 0.09 0.02
H 1.64941 0.93500 2.09105 0.09 -0.05 0.03
N -0.11763 -0.95053 2.31355 0.47 0.14 0.15
C -0.94226 -2.02014 2.41007 0.42 -0.34 0.22
O -2.08909 -2.07605 2.03339 -0.23 -0.10 -0.02
C -0.29527 -3.23071 3.09869 -0.56 -0.26 -0.24
H -0.70871 -3.32301 4.10592 0.06 0.05 -0.14
H -0.55805 -4.11919 2.51495 0.00 0.22 0.11
O 1.11350 -3.13952 3.24895 0.09 0.16 0.39
C 1.86445 -3.52369 2.19810 0.27 -0.27 -0.17
O 1.40931 -3.92097 1.16291 -0.05 0.01 -0.02
C 3.33342 -3.33318 2.50463 -0.18 0.01 -0.09
C 3.65908 -1.87174 2.31524 0.07 0.02 0.06
C 3.81565 -1.35467 1.03461 0.00 0.00 0.03
C 4.11187 -0.01547 0.85249 0.01 0.04 -0.04
C 4.25071 0.82140 1.94815 0.06 0.04 0.02
C 4.07900 0.31561 3.22619 0.01 0.10 0.02
C 3.77829 -1.02395 3.40884 0.00 -0.02 -0.02
H 3.64523 -1.41511 4.40726 0.00 -0.06 0.10
H 4.17853 0.96468 4.08350 0.01 0.06 0.07
H 4.48663 1.86526 1.80675 0.02 0.10 -0.02
H 4.23587 0.37633 -0.14571 0.01 0.03 -0.09
H 3.70645 -2.00830 0.18195 -0.01 -0.08 -0.11
H 3.52789 -3.63486 3.53320 0.03 -0.03 -0.05
H 3.91154 -3.94622 1.81347 -0.09 -0.01 0.07
H 0.81420 -1.05742 2.69771 -0.17 -0.08 -0.06
H -2.41554 -0.05876 1.22171 -0.02 -0.01 0.01
H -2.71329 2.11843 0.13044 -0.08 -0.01 -0.07
H -1.72773 5.07488 -1.68674 0.15 -0.10 0.15
H -0.16402 1.86824 -1.88647 0.06 -0.02 0.01
H -0.89664 0.05838 -3.31891 0.02 -0.12 -0.02
H -3.09102 -1.63733 -5.73188 0.15 0.06 0.09
H -1.56048 -1.09522 -5.01569 -0.10 0.02 -0.04
H -2.48424 -3.04272 -3.76423 0.05 -0.12 0.02
H -3.99590 -2.16670 -3.48743 -0.09 -0.04 0.02
H -2.50762 -1.61574 -2.71988 0.03 -0.03 0.09
```
Forces are in eV/Å.

Properties
LUMO energy ... 0.56 eV
E ... -39533.7010 eV
HOMO ... -7.935 eV
Orbital gap ... 0.3120 Ha
SMILES ... CCOc1ccc(NC(=O)c2ccc(NC(=O)COC(=O)Cc3ccccc3)cc2)cc1
Total charge ... 0

***

Entry 3:
The following is a quantum chemistry calculation of a molecular structure, C25H24N6O6RhS, from OMol25.

```
63
Properties=species:S:1:pos:R:3:forces:R:3
Rh -1.84643 -0.20010 0.42862 0.38 -0.90 -0.41
N 5.49456 -1.29216 -3.32317 0.00 0.00 -0.01
C 4.15436 -1.65479 -3.17307 0.00 -0.03 -0.01
C 3.16737 -0.67469 -3.05757 -0.01 0.00 0.00
C 1.83478 -1.02996 -2.95939 0.02 0.05 -0.03
C 1.48465 -2.37164 -2.96927 -0.01 -0.13 0.03
C 2.45183 -3.35764 -3.07456 -0.06 0.05 0.03
C 3.78287 -2.99980 -3.18584 0.02 0.01 0.00
S -0.22054 -2.82044 -2.86135 -0.09 0.14 -0.07
O -0.91895 -2.11696 -3.89187 0.07 0.02 0.03
O -0.31472 -4.24273 -2.77250 0.03 -0.02 0.02
N -0.70383 -2.09644 -1.42203 0.18 -0.15 -0.12
C 0.01729 -2.28851 -0.28013 -0.10 0.13 -0.17
N -0.22099 -1.40436 0.71169 0.37 -0.16 0.17
C 0.49584 -1.54552 1.82564 -0.17 -0.03 -0.20
C 1.44449 -2.53796 1.96895 0.07 0.00 0.11
C 1.60399 -3.39427 0.89639 -0.23 0.08 -0.30
N 0.90140 -3.27480 -0.22528 0.27 -0.15 0.25
H 5.72844 -0.38595 -2.95143 0.00 0.01 0.01
H 6.15314 -1.99748 -3.03574 0.02 -0.01 0.01
H 3.45362 0.37074 -3.04747 -0.01 0.01 0.00
H 1.06136 -0.27728 -2.85554 0.03 -0.02 0.00
H 2.14224 -4.39326 -3.04893 0.03 -0.02 -0.01
H 4.54697 -3.76339 -3.27437 0.00 -0.01 0.00
H 0.27762 -0.84329 2.61553 0.01 0.01 0.02
H 2.00990 -2.64525 2.88162 0.00 0.00 0.01
H 2.31083 -4.21581 0.92030 0.04 0.00 0.04
C -0.79654 1.60551 3.27219 0.12 0.08 -0.14
N -1.63927 1.42123 2.10369 -0.09 0.24 0.26
C -2.55369 2.31079 1.91013 -0.02 -0.18 0.19
C -3.51664 2.12982 0.88931 -0.04 0.00 -0.10
C -4.63855 2.87173 0.50772 0.00 0.03 0.03
C -5.28162 2.11749 -0.47334 -0.01 -0.06 -0.04
C -4.52598 0.94757 -0.64578 -0.04 0.05 0.04
N -3.46615 0.95851 0.16914 -0.21 0.25 -0.12
C 0.44324 2.42163 2.97852 0.02 -0.05 0.06
C 1.13012 2.24977 1.77943 0.02 0.01 -0.02
C 2.28366 2.97396 1.52173 0.00 -0.01 -0.02
C 2.76666 3.88123 2.45565 0.00 0.02 0.03
C 2.08527 4.06141 3.65006 0.02 0.00 -0.02
C 0.93031 3.33463 3.90666 0.01 -0.01 -0.01
H -0.48701 0.61982 3.62939 -0.07 0.01 0.07
H -1.35369 2.06059 4.10007 0.03 0.07 -0.04
H -2.64007 3.17542 2.57608 -0.03 0.02 -0.02
H -4.93917 3.82892 0.90609 0.01 0.01 0.02
H -6.18828 2.36692 -1.00125 -0.01 0.01 0.00
H -4.68695 0.11550 -1.31056 0.04 -0.04 -0.04
H 0.74180 1.55676 1.04200 0.00 0.00 -0.01
H 2.80609 2.83310 0.58367 0.00 0.00 -0.01
H 3.66452 4.45002 2.24946 0.00 0.00 0.00
H 2.44815 4.77336 4.38104 0.00 0.00 0.00
H 0.39583 3.48121 4.83857 0.00 0.00 0.00
O -2.73446 -3.02783 3.22173 -0.34 0.09 -0.01
C -2.65326 -2.00820 2.54815 0.88 -0.15 0.11
O -2.87021 -1.88466 1.29372 0.06 0.62 -0.41
H -2.23113 -1.09000 3.03424 -0.31 0.04 0.05
C -1.69162 1.06709 -2.73880 0.01 -0.02 0.00
O -0.97374 0.18563 -1.87297 0.06 0.29 0.29
C -1.72429 -0.97638 -1.48895 -1.46 -0.15 0.75
O -2.82826 -1.22645 -1.97899 0.52 0.02 -0.30
H -0.96384 1.80261 -3.08161 -0.01 0.01 0.01
H -2.50963 1.56332 -2.21726 0.01 -0.01 0.01
H -2.09370 0.50173 -3.57810 0.01 -0.03 -0.01
```
Forces are in eV/Å.

Properties
LUMO energy ... 2.22 eV
E ... -61384.8469 eV
HOMO ... -4.283 eV
Orbital gap ... 0.2390 Ha
Total charge ... -1

***

Entry 4:
The following is a quantum chemistry calculation of a molecular structure, C25H25AuF5N2O2PSSe2, from OMol25.

```
64
Properties=species:S:1:pos:R:3:forces:R:3
Au -0.90664 0.42243 -0.17054 0.03 -0.33 -0.05
O 3.74500 4.11807 1.40796 0.00 0.00 0.01
C 2.56218 3.81900 2.12753 0.04 -0.03 -0.02
C 1.73282 2.78126 1.35441 0.00 0.01 -0.01
C 2.56284 1.51298 1.13579 -0.02 -0.01 -0.01
O 2.62115 0.66508 2.28664 0.00 0.00 0.01
C 1.35116 3.37951 -0.00181 0.08 -0.01 0.00
Se 0.35942 2.26795 -1.28999 -0.04 0.10 0.04
C 0.48236 2.55633 2.23503 0.02 0.02 0.02
Se -0.16848 0.73898 2.35973 0.02 0.10 0.02
H 4.15648 4.89936 1.78683 0.00 0.00 -0.01
H 1.95154 4.71708 2.27725 0.00 0.00 0.00
H 2.80927 3.41941 3.12240 0.00 0.00 0.00
H 3.56596 1.79170 0.80833 0.00 0.00 0.00
H 2.09915 0.91804 0.35080 0.01 0.00 0.01
H 3.14639 1.09127 2.97230 0.01 0.00 0.00
H 2.26379 3.65083 -0.53169 0.00 0.02 0.02
H 0.79020 4.30006 0.17011 -0.04 -0.02 -0.01
H -0.35475 3.13301 1.83595 -0.01 -0.02 0.01
H 0.66561 2.87650 3.26020 0.00 0.01 0.00
F -3.95085 5.90250 -3.16721 0.00 -0.02 0.00
C -3.57977 4.63754 -2.95705 0.02 0.02 -0.04
C -3.57873 4.11272 -1.67964 -0.02 0.02 0.07
F -3.95637 4.87629 -0.64707 0.01 0.00 -0.02
C -3.20418 2.80044 -1.47076 -0.15 -0.04 0.04
F -3.27486 2.34635 -0.20865 0.05 -0.01 -0.04
C -2.79433 1.96668 -2.50555 -0.03 -0.01 -0.14
S -2.29217 0.30368 -2.27825 -0.14 0.06 0.05
C -2.81722 2.52523 -3.78241 0.08 0.01 0.03
F -2.44576 1.79385 -4.83766 0.00 0.01 0.01
C -3.20143 3.83257 -4.01562 0.01 0.00 0.01
F -3.20412 4.32640 -5.25619 0.00 0.01 -0.02
C -2.83699 -2.61314 -0.75925 0.02 0.01 -0.01
P -2.01595 -1.63922 0.53613 0.05 0.07 0.01
C -3.35045 -1.32532 1.73302 -0.01 -0.01 -0.03
C -0.94464 -2.84565 1.37119 0.01 0.02 -0.01
C -0.29499 -3.83422 0.63215 -0.01 -0.02 0.00
C 0.58953 -4.70752 1.24565 -0.01 0.01 0.00
C 0.84685 -4.59852 2.60530 0.00 0.00 -0.01
C 0.20603 -3.61933 3.34987 -0.01 0.01 0.00
C -0.68663 -2.75061 2.73848 0.01 0.00 0.00
H -2.17025 -2.74969 -1.61025 0.01 -0.01 0.01
H -3.70234 -2.05452 -1.11187 0.01 0.02 -0.01
H -3.14387 -3.58378 -0.36862 -0.01 0.00 0.00
H -3.77675 -2.25546 2.11035 0.00 0.00 0.00
H -4.12197 -0.74440 1.22639 0.01 0.01 -0.01
H -2.98057 -0.72848 2.56622 0.00 -0.01 0.00
H -0.47358 -3.92448 -0.43218 0.00 0.00 0.00
H 1.08148 -5.47223 0.65830 0.00 0.00 0.00
H 1.54007 -5.27802 3.08328 0.00 0.00 0.00
H 0.39527 -3.53207 4.41178 0.00 0.00 0.00
H -1.18465 -2.00082 3.34079 0.00 0.01 0.00
N 4.84814 -4.88269 -2.99559 0.01 -0.02 0.01
C 4.06191 -4.14171 -2.60701 -0.06 0.07 0.00
C 3.06965 -3.21467 -2.12071 0.05 -0.06 -0.03
C 3.12911 -2.74970 -0.81301 0.02 0.00 0.02
C 2.13923 -1.87905 -0.38856 -0.02 -0.02 -0.01
N 1.14906 -1.46651 -1.17456 -0.01 -0.02 0.09
C 1.11088 -1.90035 -2.43068 0.01 0.05 0.00
C 2.04412 -2.78204 -2.95323 -0.01 0.00 -0.02
H 3.91801 -3.06555 -0.14515 0.00 0.00 0.00
H 2.13712 -1.50709 0.63164 0.00 0.00 0.00
H 0.30124 -1.51651 -3.04331 -0.01 0.00 0.00
H 1.98025 -3.11977 -3.97778 0.00 0.00 0.00
```
Forces are in eV/Å.

Properties
LUMO energy (alpha / beta) ... -0.22 / -2.34 eV
Spin multiplicity ... 3
E ... -201500.4380 eV
HOMO (alpha / beta) ... -6.377 / -7.344 eV
Orbital gap (alpha / beta) ... 0.2264 / 0.1840 Ha
Total charge ... 0